#A
Here is 14 unconnected molecules or ions with the total composition C84H210N14O28 from the Open Molecules 2025 dataset. Energies are from ωB97M-V/def2-TZVPD.

Multiplicity = 1
Gap between HOMO and LUMO = 8.80 eV
E_HOMO = -8.101 eV

Structure (XYZ):
```
336
Properties=species:S:1:pos:R:3:lowdin_charge:R:1
C -1.56 5.44 3.84 -0.094
O -0.40 6.25 3.77 -0.210
C 0.16 6.38 2.49 -0.222
C 1.61 6.78 2.57 -0.225
N 2.45 5.60 2.51 -0.057
C 3.87 6.07 2.75 -0.158
C 4.14 6.34 4.26 -0.230
O 3.96 5.08 4.93 -0.210
C 4.48 5.24 6.27 -0.107
H -2.30 5.61 3.02 0.083
H -1.94 5.46 4.82 0.068
H -1.23 4.32 3.63 0.103
H -0.46 7.16 2.00 0.131
H 0.04 5.39 1.96 0.125
H 1.89 7.39 3.39 0.092
H 1.87 7.40 1.69 0.127
H 2.22 5.00 3.32 0.113
H 4.16 6.91 2.09 0.123
H 4.52 5.16 2.56 0.122
H 3.52 7.16 4.69 0.124
H 5.14 6.72 4.41 0.106
H 5.48 5.69 6.42 0.098
H 4.43 4.27 6.74 0.044
H 3.84 5.92 6.85 0.083
C -5.71 8.87 4.15 -0.110
O -5.59 7.60 3.50 -0.196
C -6.06 6.52 4.29 -0.245
C -6.30 5.27 3.49 -0.208
N -5.05 4.58 3.12 -0.071
C -5.36 3.41 2.34 -0.228
C -4.12 2.57 2.07 -0.185
O -3.27 3.44 1.33 -0.180
C -2.12 2.79 0.99 -0.153
H -5.44 9.62 3.43 0.076
H -5.00 8.87 5.02 0.093
H -6.77 9.09 4.57 0.108
H -7.03 6.80 4.75 0.125
H -5.38 6.23 5.08 0.121
H -7.00 5.42 2.64 0.135
H -6.72 4.57 4.21 0.110
H -4.52 5.23 2.54 0.100
H -5.90 3.65 1.40 0.132
H -6.10 2.86 2.97 0.109
H -4.48 1.77 1.40 0.118
H -3.69 2.10 2.94 0.085
H -1.40 2.75 1.82 0.066
H -1.63 3.30 0.08 0.114
H -2.30 1.73 0.69 0.072
C -0.63 -11.07 -0.96 -0.103
O 0.07 -9.83 -1.01 -0.230
C 1.16 -9.75 -0.08 -0.221
C 1.98 -8.53 -0.40 -0.198
N 2.44 -8.61 -1.80 -0.044
C 3.05 -7.38 -2.28 -0.207
C 3.39 -7.60 -3.75 -0.248
O 2.20 -7.85 -4.45 -0.184
C 2.51 -8.69 -5.54 -0.110
H -1.47 -10.97 -1.73 0.111
H -0.94 -11.29 0.00 0.049
H 0.00 -11.97 -1.16 0.093
H 1.67 -10.70 -0.14 0.108
H 0.78 -9.64 0.98 0.136
H 2.94 -8.68 0.18 0.134
H 1.47 -7.59 -0.08 0.109
H 1.66 -8.81 -2.41 0.088
H 3.97 -7.16 -1.72 0.122
H 2.48 -6.45 -2.14 0.104
H 4.18 -8.32 -3.94 0.114
H 3.81 -6.61 -4.11 0.137
H 1.64 -9.04 -6.03 0.073
H 3.12 -9.48 -5.21 0.067
H 3.13 -8.24 -6.34 0.098
C -1.28 -4.53 -5.52 -0.110
O -2.40 -4.23 -4.75 -0.216
C -3.71 -4.69 -5.21 -0.188
C -4.73 -4.14 -4.30 -0.243
N -4.61 -2.71 -4.28 -0.043
C -5.63 -2.05 -3.44 -0.183
C -5.21 -0.64 -3.16 -0.227
O -3.94 -0.68 -2.55 -0.206
C -3.55 0.56 -2.00 -0.103
H -1.53 -4.58 -6.55 0.083
H -0.82 -5.47 -5.33 0.053
H -0.46 -3.79 -5.42 0.085
H -3.73 -5.82 -5.12 0.131
H -3.85 -4.50 -6.27 0.125
H -4.74 -4.61 -3.29 0.119
H -5.66 -4.39 -4.80 0.123
H -3.64 -2.48 -4.00 0.108
H -5.63 -2.56 -2.48 0.103
H -6.61 -2.15 -3.88 0.121
H -5.86 -0.02 -2.63 0.104
H -5.01 -0.20 -4.18 0.130
H -3.53 1.37 -2.76 0.093
H -2.54 0.47 -1.61 0.057
H -4.22 0.90 -1.15 0.088
C 5.10 0.92 -10.92 -0.126
O 5.49 1.90 -9.99 -0.209
C 6.81 1.73 -9.56 -0.217
C 7.30 2.82 -8.52 -0.186
N 6.54 2.67 -7.31 -0.090
C 7.06 3.30 -6.13 -0.217
C 6.03 3.16 -5.02 -0.222
O 4.84 3.90 -5.28 -0.237
C 3.93 3.99 -4.20 -0.104
H 5.66 0.99 -11.88 0.086
H 4.01 1.16 -11.16 0.110
H 5.15 -0.09 -10.52 0.080
H 7.46 1.74 -10.43 0.113
H 6.82 0.78 -9.00 0.106
H 7.12 3.91 -8.87 0.144
H 8.35 2.64 -8.37 0.106
H 5.63 3.13 -7.42 0.120
H 7.24 4.45 -6.25 0.141
H 8.07 2.88 -5.85 0.134
H 6.38 3.58 -4.04 0.132
H 5.68 2.15 -4.86 0.084
H 4.43 4.63 -3.41 0.103
H 3.71 2.92 -3.81 0.106
H 3.00 4.52 -4.56 0.085
C -1.22 -8.16 -4.64 -0.075
O -1.97 -7.24 -3.85 -0.213
C -2.41 -7.72 -2.60 -0.216
C -2.82 -6.51 -1.85 -0.229
N -1.95 -5.40 -1.88 -0.004
C -0.68 -5.75 -1.33 -0.199
C 0.17 -4.58 -0.89 -0.199
O 1.18 -5.08 -0.05 -0.201
C 1.66 -4.26 0.96 -0.116
H -0.69 -8.84 -3.97 0.074
H -0.47 -7.54 -5.21 0.090
H -1.92 -8.83 -5.18 0.093
H -1.66 -8.26 -2.06 0.095
H -3.20 -8.41 -2.73 0.116
H -2.93 -6.88 -0.82 0.112
H -3.78 -6.20 -2.18 0.099
H -1.89 -5.10 -2.80 0.060
H -0.03 -6.38 -1.97 0.131
H -0.83 -6.34 -0.44 0.105
H -0.41 -3.82 -0.33 0.113
H 0.60 -3.94 -1.68 0.108
H 2.34 -4.82 1.59 0.083
H 0.94 -3.76 1.63 0.081
H 2.29 -3.44 0.55 0.092
C 1.29 -2.22 -3.96 -0.118
O 1.93 -1.12 -3.37 -0.184
C 1.22 0.05 -3.64 -0.228
C -0.01 0.44 -2.83 -0.201
N 0.21 0.60 -1.41 -0.049
C 0.24 -0.62 -0.64 -0.205
C 0.09 -0.33 0.88 -0.213
O 1.23 0.34 1.41 -0.193
C 1.01 0.70 2.78 -0.102
H 0.23 -2.50 -3.60 0.107
H 1.78 -3.13 -3.64 0.073
H 1.46 -2.27 -5.03 0.084
H 0.99 0.03 -4.70 0.097
H 1.76 0.95 -3.58 0.097
H -0.79 -0.33 -3.00 0.114
H -0.24 1.49 -3.17 0.113
H 1.16 1.03 -1.22 0.100
H 1.17 -1.26 -0.77 0.122
H -0.61 -1.22 -1.01 0.117
H 0.05 -1.34 1.37 0.110
H -0.77 0.30 1.15 0.092
H 1.99 0.98 3.18 0.073
H 0.67 -0.16 3.34 0.067
H 0.32 1.53 2.94 0.071
C -2.48 -6.53 1.94 -0.104
O -2.23 -5.57 2.96 -0.188
C -2.32 -6.22 4.25 -0.223
C -1.97 -5.20 5.31 -0.227
N -0.66 -4.71 5.00 -0.062
C -0.18 -3.73 5.94 -0.207
C 1.22 -3.25 5.66 -0.246
O 1.30 -2.56 4.44 -0.208
C 2.67 -2.34 4.04 -0.052
H -3.45 -7.01 2.11 0.096
H -1.76 -7.37 1.87 0.096
H -2.38 -6.00 1.02 0.051
H -1.63 -7.07 4.27 0.123
H -3.29 -6.69 4.42 0.117
H -2.03 -5.61 6.38 0.149
H -2.69 -4.40 5.17 0.101
H -0.69 -4.45 4.05 0.076
H -0.14 -4.25 6.92 0.127
H -0.95 -2.91 6.03 0.120
H 1.90 -4.12 5.71 0.135
H 1.57 -2.64 6.43 0.078
H 3.13 -3.27 3.77 0.079
H 3.15 -1.80 4.84 0.080
H 2.64 -1.78 3.10 0.082
C 2.87 2.80 11.47 -0.106
O 2.73 3.33 10.15 -0.218
C 1.99 4.66 10.00 -0.154
C 0.97 4.57 8.89 -0.206
N 1.77 4.18 7.71 -0.043
C 1.02 4.09 6.41 -0.158
C -0.20 3.13 6.54 -0.214
O 0.22 1.87 7.05 -0.204
C 1.10 1.16 6.18 -0.065
H 2.82 1.73 11.26 0.074
H 1.97 3.01 12.06 0.081
H 3.71 3.06 12.08 0.063
H 2.77 5.38 9.61 0.128
H 1.55 4.96 10.91 0.096
H 0.64 5.56 8.72 0.104
H 0.17 3.81 9.22 0.144
H 2.11 3.25 7.89 0.071
H 1.70 3.71 5.65 0.087
H 0.65 5.09 6.14 0.116
H -0.61 3.00 5.54 0.086
H -0.89 3.54 7.30 0.122
H 0.90 1.50 5.12 0.086
H 0.94 0.11 6.24 0.076
H 2.12 1.34 6.55 0.059
C -5.18 2.25 5.32 -0.131
O -4.46 1.06 5.10 -0.197
C -3.09 1.14 5.32 -0.259
C -2.45 -0.21 5.05 -0.194
N -2.48 -0.47 3.62 -0.052
C -2.24 -1.84 3.15 -0.181
C -2.78 -1.94 1.72 -0.188
O -4.22 -1.98 1.78 -0.200
C -4.84 -1.84 0.55 -0.126
H -6.18 2.14 4.85 0.083
H -4.69 3.13 4.79 0.071
H -5.29 2.66 6.42 0.120
H -2.90 1.37 6.41 0.138
H -2.71 1.99 4.68 0.118
H -3.10 -0.94 5.57 0.120
H -1.43 -0.42 5.51 0.121
H -3.35 -0.09 3.21 0.102
H -2.75 -2.50 3.87 0.107
H -1.16 -2.13 3.17 0.105
H -2.50 -2.88 1.23 0.116
H -2.42 -1.07 1.15 0.102
H -5.89 -2.06 0.74 0.090
H -4.43 -2.45 -0.30 0.095
H -4.78 -0.73 0.33 0.083
C -0.01 -0.13 10.07 -0.093
O 1.39 -0.08 9.82 -0.211
C 1.97 -1.36 9.44 -0.192
C 3.42 -1.09 9.28 -0.223
N 3.56 -0.22 8.12 -0.041
C 4.79 0.65 8.13 -0.159
C 4.78 1.63 6.96 -0.216
O 4.61 0.94 5.72 -0.174
C 4.45 1.85 4.69 -0.148
H -0.20 0.66 10.79 0.085
H -0.30 -1.07 10.51 0.076
H -0.65 0.05 9.24 0.068
H 1.53 -1.59 8.48 0.102
H 1.74 -2.14 10.18 0.126
H 3.99 -2.01 8.99 0.133
H 3.87 -0.67 10.17 0.110
H 2.77 0.42 7.99 0.075
H 5.67 0.06 8.08 0.103
H 4.91 1.19 9.06 0.108
H 5.65 2.29 6.87 0.124
H 3.97 2.35 7.15 0.090
H 5.19 2.71 4.72 0.099
H 3.47 2.33 4.74 0.065
H 4.55 1.40 3.67 0.093
C 5.91 -1.08 -6.93 -0.168
O 4.76 -0.62 -7.47 -0.191
C 3.97 0.27 -6.64 -0.204
C 2.72 0.71 -7.25 -0.247
N 1.84 -0.36 -7.58 -0.025
C 0.63 0.10 -8.37 -0.164
C -0.59 0.25 -7.51 -0.240
O -0.95 -1.00 -6.93 -0.175
C -2.26 -1.00 -6.47 -0.125
H 6.69 -0.29 -6.75 0.086
H 6.34 -1.83 -7.62 0.094
H 5.66 -1.50 -5.88 0.100
H 4.59 1.07 -6.28 0.088
H 3.72 -0.29 -5.73 0.111
H 3.05 1.38 -8.11 0.139
H 2.25 1.32 -6.50 0.115
H 2.24 -1.17 -8.03 0.112
H 0.45 -0.61 -9.17 0.122
H 0.84 1.07 -8.76 0.098
H -1.36 0.71 -8.18 0.134
H -0.43 0.96 -6.67 0.106
H -2.44 -2.01 -6.05 0.075
H -3.02 -0.91 -7.25 0.090
H -2.47 -0.23 -5.75 0.067
C -2.30 3.16 -5.46 -0.097
O -3.63 3.00 -5.05 -0.190
C -4.40 2.36 -6.04 -0.256
C -5.82 2.70 -5.82 -0.224
N -6.01 4.16 -5.88 -0.059
C -7.21 4.69 -5.24 -0.196
C -8.39 4.54 -6.21 -0.185
O -9.61 4.94 -5.54 -0.195
C -10.73 4.81 -6.33 -0.160
H -2.17 3.82 -6.30 0.086
H -1.88 2.18 -5.78 0.061
H -1.71 3.55 -4.62 0.088
H -4.21 1.27 -6.17 0.114
H -4.17 2.81 -7.04 0.135
H -6.21 2.38 -4.86 0.108
H -6.34 2.09 -6.59 0.128
H -5.30 4.52 -5.27 0.090
H -6.97 5.69 -4.94 0.109
H -7.42 4.11 -4.30 0.127
H -8.37 3.44 -6.39 0.117
H -8.35 5.01 -7.16 0.112
H -10.86 5.61 -7.04 0.076
H -11.59 4.81 -5.61 0.097
H -10.81 3.82 -6.87 0.096
C 5.20 -0.44 -3.14 -0.168
O 5.08 0.61 -2.28 -0.148
C 4.39 0.09 -1.15 -0.212
C 4.21 1.18 -0.13 -0.182
N 3.19 2.13 -0.58 -0.045
C 3.09 3.42 0.08 -0.220
C 1.81 4.09 -0.29 -0.244
O 1.96 4.39 -1.64 -0.196
C 0.80 4.61 -2.45 -0.075
H 4.25 -1.00 -3.32 0.088
H 5.94 -1.19 -2.82 0.097
H 5.60 -0.15 -4.09 0.052
H 4.97 -0.72 -0.75 0.121
H 3.41 -0.23 -1.38 0.097
H 5.15 1.67 0.03 0.111
H 3.97 0.74 0.82 0.099
H 3.26 2.36 -1.57 0.093
H 4.01 3.99 -0.10 0.126
H 3.07 3.30 1.20 0.119
H 1.65 4.94 0.31 0.075
H 0.98 3.35 -0.03 0.139
H 1.10 4.87 -3.50 0.089
H 0.09 5.22 -1.98 0.071
H 0.33 3.64 -2.62 0.060
```

---

#B
Here is 14 unconnected molecules or ions with the total composition C84H210N14O28 from the Open Molecules 2025 dataset. Energies are from ωB97M-V/def2-TZVPD.

Multiplicity = 1
Gap between HOMO and LUMO = 8.82 eV
E_HOMO = -8.202 eV

Structure (XYZ):
```
336
Properties=species:S:1:pos:R:3:lowdin_charge:R:1
C 2.87 -1.86 2.08 -0.103
O 2.14 -0.81 1.52 -0.236
C 2.98 0.21 0.98 -0.190
C 2.16 1.26 0.21 -0.169
N 3.04 2.26 -0.45 -0.044
C 2.45 3.06 -1.50 -0.205
C 1.46 4.09 -1.06 -0.239
O 2.11 5.15 -0.43 -0.183
C 1.33 6.26 -0.04 -0.084
H 3.52 -1.45 2.88 0.088
H 3.50 -2.43 1.35 0.101
H 2.16 -2.56 2.49 0.072
H 3.77 -0.20 0.38 0.120
H 3.43 0.78 1.79 0.118
H 1.46 1.80 0.82 0.099
H 1.69 0.62 -0.56 0.103
H 3.56 2.81 0.24 0.106
H 1.90 2.36 -2.10 0.078
H 3.25 3.46 -2.07 0.116
H 0.65 3.61 -0.43 0.138
H 0.95 4.53 -1.90 0.102
H 1.02 6.82 -0.92 0.064
H 1.84 6.90 0.64 0.073
H 0.45 5.88 0.57 0.105
C -5.35 -3.55 9.04 -0.095
O -4.49 -2.46 9.42 -0.193
C -3.80 -1.78 8.36 -0.216
C -4.50 -0.83 7.42 -0.191
N -3.70 -0.67 6.17 -0.053
C -3.83 -1.70 5.14 -0.211
C -3.42 -1.14 3.77 -0.221
O -3.91 0.16 3.56 -0.217
C -5.32 0.18 3.34 -0.079
H -4.77 -4.41 8.66 0.089
H -6.07 -3.31 8.31 0.059
H -5.76 -3.91 9.99 0.088
H -3.32 -2.50 7.74 0.092
H -3.00 -1.21 8.90 0.139
H -4.69 0.12 7.92 0.114
H -5.46 -1.20 7.05 0.104
H -4.03 0.21 5.77 0.089
H -4.84 -2.17 5.05 0.123
H -3.15 -2.47 5.45 0.074
H -3.84 -1.90 3.13 0.109
H -2.34 -1.08 3.67 0.108
H -5.63 1.20 3.17 0.064
H -5.90 -0.26 4.19 0.095
H -5.56 -0.34 2.40 0.098
C -7.10 3.55 0.85 -0.109
O -6.00 3.32 1.73 -0.210
C -5.66 4.47 2.50 -0.214
C -4.52 4.23 3.42 -0.221
N -3.62 5.32 3.45 -0.076
C -2.40 5.05 4.16 -0.188
C -1.59 6.33 4.31 -0.242
O -0.28 6.32 4.76 -0.183
C -0.18 6.14 6.15 -0.095
H -7.08 4.58 0.38 0.101
H -8.03 3.36 1.42 0.086
H -7.08 2.78 0.05 0.085
H -6.48 4.90 3.07 0.122
H -5.45 5.29 1.78 0.110
H -3.98 3.30 3.02 0.126
H -4.73 4.01 4.45 0.114
H -3.42 5.70 2.56 0.063
H -1.87 4.31 3.52 0.098
H -2.75 4.74 5.19 0.143
H -2.18 7.02 4.91 0.117
H -1.70 6.86 3.37 0.112
H -0.62 5.16 6.42 0.096
H -0.79 6.87 6.69 0.085
H 0.85 6.21 6.51 0.083
C -5.78 -4.27 -7.58 -0.114
O -5.03 -3.10 -7.26 -0.212
C -3.57 -3.11 -7.51 -0.166
C -3.06 -1.78 -7.00 -0.210
N -3.33 -1.58 -5.56 -0.048
C -2.53 -0.50 -5.07 -0.231
C -2.88 -0.01 -3.68 -0.160
O -3.93 1.00 -3.82 -0.192
C -4.34 1.62 -2.68 -0.163
H -5.58 -5.07 -6.88 0.076
H -5.59 -4.61 -8.59 0.077
H -6.84 -4.11 -7.38 0.084
H -3.35 -3.13 -8.59 0.121
H -3.17 -3.95 -6.96 0.102
H -3.58 -0.92 -7.53 0.140
H -2.01 -1.67 -7.28 0.093
H -4.29 -1.31 -5.49 0.107
H -2.57 0.41 -5.73 0.126
H -1.53 -0.92 -5.10 0.099
H -2.05 0.43 -3.13 0.093
H -3.28 -0.81 -3.04 0.115
H -4.81 0.96 -1.97 0.089
H -5.04 2.41 -2.94 0.093
H -3.47 2.04 -2.21 0.059
C 3.28 -3.68 5.39 -0.117
O 3.86 -3.95 4.16 -0.214
C 3.54 -5.29 3.79 -0.194
C 3.66 -5.60 2.26 -0.193
N 3.51 -7.03 2.25 -0.080
C 3.08 -7.72 0.98 -0.168
C 1.53 -7.84 0.92 -0.191
O 0.87 -6.59 0.78 -0.207
C 1.04 -5.98 -0.50 -0.097
H 2.17 -3.60 5.26 0.077
H 3.71 -2.70 5.91 0.122
H 3.38 -4.54 6.07 0.085
H 2.54 -5.55 4.16 0.095
H 4.16 -6.00 4.26 0.109
H 4.61 -5.26 1.82 0.116
H 2.88 -5.13 1.61 0.099
H 2.82 -7.35 2.95 0.095
H 3.52 -8.73 1.01 0.114
H 3.45 -7.11 0.12 0.099
H 1.31 -8.33 1.92 0.139
H 1.31 -8.47 0.08 0.105
H 1.12 -6.65 -1.32 0.069
H 1.92 -5.30 -0.48 0.062
H 0.17 -5.30 -0.61 0.077
C 1.34 -0.97 -3.34 -0.124
O 0.47 -1.37 -2.35 -0.214
C 1.13 -1.92 -1.16 -0.166
C 0.08 -2.33 -0.12 -0.197
N -0.55 -1.32 0.72 -0.006
C -1.46 -0.50 -0.12 -0.177
C -2.05 0.61 0.70 -0.168
O -1.03 1.64 0.88 -0.206
C -1.51 2.58 1.85 -0.118
H 2.20 -1.69 -3.31 0.100
H 1.78 0.03 -3.18 0.085
H 0.89 -1.00 -4.34 0.072
H 1.81 -1.14 -0.74 0.102
H 1.68 -2.81 -1.43 0.091
H 0.60 -3.17 0.49 0.128
H -0.77 -2.86 -0.69 0.110
H 0.23 -0.74 1.00 0.069
H -2.22 -1.27 -0.34 0.111
H -1.06 -0.10 -1.03 0.095
H -2.28 0.26 1.69 0.089
H -2.93 1.09 0.22 0.124
H -2.16 3.33 1.40 0.070
H -0.62 3.05 2.34 0.094
H -2.12 2.08 2.59 0.065
C 1.83 -10.07 -4.82 -0.136
O 0.70 -9.31 -4.62 -0.185
C 0.45 -9.18 -3.23 -0.210
C -0.56 -8.05 -3.07 -0.187
N 0.06 -6.79 -3.49 -0.040
C -0.83 -5.67 -3.26 -0.238
C -0.10 -4.35 -3.38 -0.188
O 0.56 -4.15 -4.65 -0.157
C -0.36 -4.21 -5.68 -0.145
H 1.50 -11.12 -4.80 0.096
H 2.46 -9.90 -3.99 0.037
H 2.28 -9.92 -5.79 0.096
H 1.41 -8.93 -2.75 0.098
H 0.16 -10.15 -2.83 0.126
H -0.90 -7.91 -2.01 0.131
H -1.45 -8.26 -3.64 0.115
H 0.43 -6.83 -4.40 0.092
H -1.16 -5.75 -2.19 0.110
H -1.72 -5.66 -3.83 0.097
H 0.62 -4.13 -2.61 0.085
H -0.95 -3.67 -3.22 0.114
H -0.75 -5.24 -5.87 0.095
H 0.06 -3.87 -6.62 0.079
H -1.30 -3.69 -5.47 0.076
C 3.25 -1.04 -6.44 -0.108
O 2.17 -0.38 -7.04 -0.179
C 1.06 -1.14 -7.35 -0.257
C 0.36 -0.53 -8.58 -0.159
N -0.34 0.65 -8.05 -0.064
C -0.72 1.70 -8.93 -0.245
C -0.71 3.05 -8.31 -0.245
O 0.62 3.40 -8.02 -0.172
C 0.74 4.45 -7.04 -0.065
H 4.01 -1.32 -7.22 0.102
H 2.97 -2.00 -5.99 0.080
H 3.72 -0.49 -5.66 0.074
H 0.37 -1.06 -6.51 0.088
H 1.31 -2.20 -7.54 0.119
H -0.32 -1.27 -8.96 0.100
H 1.17 -0.29 -9.27 0.121
H 0.20 1.12 -7.29 0.115
H -1.71 1.40 -9.29 0.116
H -0.08 1.68 -9.84 0.130
H -1.43 3.01 -7.46 0.118
H -1.07 3.79 -8.99 0.116
H 0.54 4.05 -6.06 0.065
H 0.09 5.35 -7.17 0.091
H 1.77 4.72 -7.09 0.080
C -4.16 4.81 -0.97 -0.115
O -4.25 5.93 -0.12 -0.190
C -2.97 6.56 -0.10 -0.235
C -3.02 7.84 0.63 -0.241
N -3.66 8.94 0.05 -0.046
C -3.05 9.60 -1.08 -0.214
C -1.65 10.07 -0.89 -0.159
O -0.60 8.98 -0.91 -0.252
C 0.73 9.50 -1.15 -0.088
H -3.23 4.25 -0.73 0.082
H -3.94 5.09 -2.02 0.077
H -5.01 4.10 -0.89 0.080
H -2.59 6.63 -1.14 0.124
H -2.31 5.92 0.51 0.114
H -1.96 8.09 0.76 0.119
H -3.46 7.61 1.61 0.119
H -4.63 8.73 -0.21 0.129
H -3.71 10.49 -1.30 0.148
H -3.06 9.09 -2.06 0.074
H -1.44 10.68 -0.01 0.119
H -1.31 10.75 -1.69 0.115
H 0.70 10.02 -2.10 0.080
H 1.41 8.67 -1.22 0.053
H 0.98 10.20 -0.33 0.097
C 3.76 -5.34 -2.15 -0.107
O 4.01 -6.72 -2.04 -0.227
C 4.26 -7.35 -3.27 -0.226
C 4.87 -8.74 -3.02 -0.199
N 4.14 -9.51 -1.99 -0.039
C 4.87 -10.70 -1.49 -0.180
C 5.37 -11.69 -2.53 -0.267
O 6.44 -11.20 -3.25 -0.217
C 7.16 -12.13 -4.10 -0.085
H 4.44 -4.82 -2.87 0.100
H 3.92 -4.91 -1.13 0.095
H 2.75 -5.13 -2.48 0.065
H 5.04 -6.71 -3.83 0.146
H 3.34 -7.38 -3.81 0.106
H 5.88 -8.41 -2.63 0.133
H 4.93 -9.30 -3.97 0.123
H 4.02 -8.82 -1.26 0.059
H 4.28 -11.20 -0.76 0.098
H 5.79 -10.38 -0.93 0.133
H 4.56 -12.01 -3.15 0.113
H 5.71 -12.62 -2.04 0.123
H 7.68 -12.92 -3.44 0.104
H 7.93 -11.56 -4.60 0.072
H 6.56 -12.66 -4.91 0.103
C 5.19 11.99 8.32 -0.140
O 5.05 10.62 8.04 -0.219
C 4.12 10.33 6.96 -0.195
C 4.24 8.83 6.80 -0.205
N 3.74 8.22 5.54 -0.047
C 3.81 6.78 5.66 -0.254
C 3.26 6.06 4.43 -0.220
O 3.38 4.66 4.71 -0.201
C 2.95 3.89 3.57 -0.091
H 5.43 12.45 7.37 0.070
H 5.96 12.20 9.09 0.091
H 4.22 12.49 8.67 0.104
H 4.57 10.77 6.07 0.115
H 3.12 10.77 7.15 0.131
H 3.84 8.42 7.71 0.107
H 5.33 8.59 6.86 0.137
H 2.77 8.42 5.40 0.095
H 3.40 6.29 6.54 0.112
H 4.89 6.59 5.64 0.122
H 3.86 6.33 3.54 0.130
H 2.16 6.30 4.28 0.122
H 2.92 2.78 3.74 0.079
H 3.61 4.12 2.67 0.102
H 1.97 4.14 3.28 0.049
C -0.51 2.84 -3.65 -0.090
O -0.92 4.10 -4.08 -0.214
C -2.15 4.14 -4.71 -0.226
C -2.46 5.58 -5.17 -0.173
N -2.30 6.39 -3.95 -0.066
C -2.23 7.83 -4.18 -0.202
C -3.67 8.34 -4.42 -0.204
O -3.52 9.72 -4.81 -0.193
C -4.73 10.17 -5.44 -0.108
H -1.08 2.54 -2.74 0.106
H 0.55 2.90 -3.46 0.067
H -0.65 2.13 -4.49 0.094
H -2.94 3.95 -3.99 0.107
H -2.23 3.41 -5.53 0.108
H -3.48 5.59 -5.60 0.122
H -1.68 6.03 -5.87 0.119
H -1.37 6.16 -3.64 0.090
H -1.58 8.12 -5.08 0.138
H -1.78 8.31 -3.30 0.095
H -4.16 8.39 -3.48 0.093
H -4.15 7.65 -5.15 0.126
H -4.62 11.19 -5.80 0.087
H -5.55 10.17 -4.73 0.085
H -4.92 9.65 -6.34 0.067
C 6.40 -2.78 3.37 -0.109
O 5.78 -1.68 4.02 -0.206
C 6.45 -1.33 5.20 -0.240
C 5.89 -0.03 5.67 -0.233
N 4.52 -0.22 6.01 -0.044
C 3.71 1.04 6.19 -0.144
C 2.22 0.69 6.04 -0.184
O 1.86 0.14 4.73 -0.211
C 0.58 -0.45 4.76 -0.105
H 6.55 -3.67 3.97 0.085
H 7.41 -2.51 3.02 0.096
H 5.79 -3.01 2.52 0.067
H 7.50 -1.36 5.00 0.106
H 6.29 -2.17 5.93 0.140
H 6.04 0.76 4.92 0.125
H 6.46 0.29 6.53 0.120
H 4.10 -0.76 5.31 0.046
H 4.02 1.75 5.41 0.100
H 3.86 1.49 7.12 0.095
H 1.59 1.55 6.32 0.124
H 1.98 -0.12 6.78 0.128
H 0.22 -0.31 5.78 0.076
H 0.65 -1.55 4.67 0.071
H -0.03 0.03 4.01 0.085
C -0.24 -6.57 5.37 -0.108
O -1.40 -5.88 4.96 -0.194
C -1.15 -4.51 4.74 -0.229
C -0.70 -3.97 3.36 -0.187
N -1.80 -3.98 2.38 -0.024
C -1.95 -5.35 1.84 -0.160
C -2.96 -5.16 0.70 -0.203
O -2.53 -4.09 -0.15 -0.248
C -3.25 -3.84 -1.36 -0.089
H 0.54 -6.52 4.57 0.081
H -0.50 -7.61 5.58 0.084
H 0.09 -6.18 6.35 0.091
H -0.39 -4.14 5.49 0.123
H -2.08 -4.02 4.95 0.087
H 0.28 -4.39 3.03 0.114
H -0.61 -2.90 3.69 0.099
H -1.80 -3.29 1.70 0.038
H -2.34 -6.09 2.63 0.150
H -1.04 -5.66 1.40 0.069
H -3.94 -4.94 1.16 0.126
H -2.97 -6.08 0.12 0.117
H -2.90 -2.91 -1.86 0.068
H -4.32 -3.73 -1.12 0.091
H -3.12 -4.61 -2.18 0.088
```

---

Out of the structures above, which one is the least stable? Solution: #B.